(1)
The following is a DFT calculation (ωB97M-V/def2-TZVPD) of C24H27AuN4PTe as an isolated structure.

Geometry as XYZ:
```
58
Properties=species:S:1:pos:R:3:forces:R:3
Au 0.604543 -1.378318 -0.158656 1.998 2.701 2.226
N -0.062466 -2.791463 -1.455537 -0.622 -2.482 -0.991
C -1.309733 -2.306571 -1.935189 -1.087 0.371 -0.481
C -1.472273 -1.991624 -3.277310 0.048 -0.218 0.112
C -2.643504 -1.388468 -3.718022 -0.007 -0.015 -0.033
C -3.653338 -1.098791 -2.816224 0.102 -0.031 0.037
C -3.484571 -1.415674 -1.474221 -0.098 -0.088 -0.071
C -2.323825 -2.023423 -1.012297 0.105 -0.062 0.239
C -2.142524 -2.345759 0.432819 -0.073 -0.159 0.065
C -3.195391 -2.906255 1.154673 -0.137 0.087 0.001
C -3.060827 -3.185012 2.506563 -0.005 0.011 -0.052
C -1.860185 -2.923493 3.148403 0.067 -0.015 -0.003
C -0.795631 -2.386260 2.432244 -0.118 -0.161 0.001
C -0.925592 -2.100380 1.081061 -0.404 0.078 0.200
H 0.540010 -3.122709 -2.197431 -0.013 -0.246 -0.108
H -0.153535 -3.487237 -0.725145 -0.363 -0.760 -0.316
H -0.683611 -2.231894 -3.982575 -0.039 -0.024 -0.057
H -2.760293 -1.149248 -4.766691 0.014 -0.010 0.009
H -4.567601 -0.628365 -3.151480 0.010 0.008 0.001
H -4.268977 -1.186207 -0.762713 0.038 0.012 -0.015
H -4.129094 -3.118870 0.647353 -0.013 -0.037 0.038
H -3.890038 -3.613709 3.053022 0.004 -0.008 0.000
H -1.740743 -3.152518 4.199435 -0.028 0.006 0.012
H 0.148300 -2.225595 2.938110 0.021 0.052 0.019
C 1.931129 2.499645 3.216632 0.023 -0.005 -0.013
N 2.499883 1.219509 3.636933 -0.013 -0.024 0.018
C 3.912452 1.181531 3.259318 -0.011 0.015 -0.027
N 4.141531 1.419655 1.833388 0.106 0.030 0.014
C 3.526975 2.693979 1.461503 0.013 -0.024 0.014
N 2.103793 2.775171 1.789368 -0.032 0.042 -0.003
C 1.311210 1.868532 0.968651 0.039 -0.059 0.026
P 1.823273 0.113994 1.241989 -0.010 -0.212 -0.200
C 1.757262 0.089418 3.087666 0.003 0.030 -0.033
C 3.650040 0.318082 1.017066 -0.119 0.064 0.080
H 2.432180 3.290811 3.775379 0.000 0.003 0.003
H 0.868462 2.521108 3.462337 -0.003 0.001 0.003
H 4.335777 0.215299 3.537149 0.001 -0.003 0.000
H 4.432279 1.960082 3.818579 0.000 0.003 0.004
H 3.661833 2.861269 0.391531 -0.005 -0.002 -0.003
H 4.043991 3.487590 2.002025 -0.002 0.002 0.004
H 1.431611 2.117300 -0.089357 0.001 0.006 -0.001
H 0.250774 1.972978 1.211103 -0.004 0.010 0.007
H 2.178388 -0.849420 3.453804 0.009 0.012 0.019
H 0.715475 0.136607 3.411237 -0.010 -0.018 -0.003
H 3.861200 0.508059 -0.038301 -0.002 0.006 -0.003
H 4.154519 -0.609634 1.294305 0.005 -0.002 0.004
Te 1.448336 -0.468322 -2.618268 0.610 0.961 -0.605
C -0.021207 0.961610 -2.916153 0.060 0.140 -0.152
C -0.088435 1.572882 -4.172175 -0.048 0.006 0.055
C -1.057384 2.531129 -4.415202 -0.030 0.021 0.005
C -1.954644 2.881835 -3.413791 -0.005 0.017 -0.047
C -1.891067 2.272894 -2.167281 -0.016 -0.040 0.019
C -0.928095 1.311302 -1.913090 0.047 -0.006 -0.048
H 0.610266 1.299191 -4.952236 0.000 0.002 0.008
H -1.112296 3.005556 -5.385662 -0.003 0.008 0.001
H -2.708825 3.633137 -3.607178 0.000 -0.001 0.000
H -2.597878 2.543696 -1.393970 0.001 -0.003 0.002
H -0.891909 0.821368 -0.947494 -0.005 0.010 0.019
```
Positions in Å, forces in eV/Å.

Output
- Energy relative to the best compared isomer or geometry (same formula, charge and spin): 0.8576 eV
- Total charge: +1
- Orbital gap (alpha / beta): 6.5 / 5.8 eV
- Highest occupied orbital energy (alpha / beta): -9.3 / -11.1 eV
- 2S+1: 3

=====

(2)
The following is a DFT calculation (ωB97M-V/def2-TZVPD) of C24H27BFFeN10P as an isolated structure.

Geometry as XYZ:
```
65
Properties=species:S:1:pos:R:3:forces:R:3
Fe 0.198358 1.166632 0.190760 -0.381 0.452 -0.424
C 0.369094 -4.437269 0.767514 0.012 0.067 0.028
N 1.195800 -3.662670 -0.130041 -0.141 -0.064 0.138
C 2.552328 -3.761039 -0.276079 -0.031 0.042 0.002
C 2.902416 -2.773205 -1.150185 0.001 0.078 -0.101
N 1.798135 -2.062483 -1.532022 0.092 -0.085 -0.044
C 0.790062 -2.600063 -0.884605 0.044 -0.124 0.197
P -0.954155 -2.154039 -1.164883 0.159 0.035 -0.277
C -1.590737 -1.280288 0.302232 0.018 -0.067 0.196
N -1.254447 -0.105995 0.816698 0.164 -0.008 0.033
C -2.092567 0.126172 1.867756 0.019 0.224 -0.029
C -2.958736 -0.918089 1.996546 -0.069 -0.039 -0.008
N -2.644591 -1.799678 1.003366 0.011 -0.213 -0.039
C -3.340756 -3.054020 0.741472 -0.005 0.130 0.032
C -0.562560 -0.715949 -2.182549 -0.210 0.092 -0.139
N 0.036686 0.381418 -1.774853 0.079 0.236 0.487
C 0.157318 1.192254 -2.867190 0.148 0.038 -0.020
C -0.377358 0.569188 -3.955375 0.027 -0.042 0.049
N -0.840784 -0.639166 -3.509987 -0.059 -0.174 -0.173
C -1.493592 -1.656905 -4.322133 0.079 0.077 0.079
H 0.835463 -5.400540 0.957469 0.043 -0.007 -0.014
H 0.225969 -3.918554 1.718123 -0.004 0.007 -0.012
H -0.599879 -4.618059 0.300992 -0.002 -0.009 -0.003
H 3.133254 -4.495455 0.256604 -0.032 0.028 -0.003
H 3.885971 -2.527256 -1.517209 -0.048 -0.008 0.013
H -2.030541 1.037651 2.441220 0.016 -0.075 -0.039
H -3.764393 -1.100262 2.687796 0.042 -0.002 -0.024
H -4.100461 -3.194810 1.505652 0.010 0.049 0.025
H -3.819822 -3.033876 -0.234453 0.001 0.024 -0.030
H -2.654044 -3.894076 0.776880 0.045 -0.038 0.022
H 0.612794 2.168268 -2.800000 -0.053 -0.062 0.016
H -0.468196 0.874154 -4.984152 0.000 -0.030 0.043
H -1.429979 -1.362319 -5.365501 0.015 0.036 -0.010
H -0.997218 -2.616599 -4.200538 0.041 -0.017 0.008
H -2.541635 -1.761631 -4.047305 -0.020 0.022 0.023
B 0.571959 4.024322 -0.192917 0.191 -0.037 0.081
N 0.455713 3.769880 1.332379 -0.175 0.068 -0.010
C 0.383023 4.587353 2.394983 0.158 -0.146 0.019
C 0.240498 3.808147 3.530239 0.015 -0.072 -0.007
C 0.225689 2.489962 3.049755 0.023 0.184 -0.026
N 0.336676 2.493715 1.726358 -0.062 -0.367 0.120
N -0.810161 3.700157 -0.811116 -0.115 0.176 -0.096
C -1.687036 4.406549 -1.540351 0.021 0.002 0.093
C -2.783259 3.600355 -1.793119 -0.045 -0.084 0.026
C -2.472742 2.388285 -1.161763 -0.069 0.084 -0.030
N -1.281166 2.468463 -0.581695 0.100 -0.174 0.069
H 0.905817 5.158307 -0.413609 -0.039 -0.026 -0.068
H 1.363004 3.180684 -0.620164 -0.054 -0.001 0.012
H 0.475420 5.654722 2.276004 -0.020 -0.042 -0.016
H 0.184287 4.141401 4.552937 -0.002 -0.017 -0.044
H 0.173226 1.552842 3.584055 -0.015 0.056 -0.020
H -1.480430 5.428909 -1.815743 0.010 -0.065 0.026
H -3.675757 3.856346 -2.338963 0.034 -0.016 0.015
H -3.049561 1.476105 -1.103162 0.057 0.028 -0.015
F 5.056395 -1.639156 2.702057 0.050 -0.009 0.027
C 3.968152 -1.044568 2.140834 -0.106 -0.048 -0.019
C 2.723228 -1.596095 2.350541 -0.068 -0.066 -0.018
C 1.618641 -0.992926 1.746823 0.019 -0.120 0.301
C 1.712171 0.156205 0.963474 -0.163 0.105 -0.330
C 3.002881 0.680703 0.812911 0.186 -0.157 0.070
C 4.133959 0.090426 1.378193 -0.072 0.169 -0.107
H 2.625326 -2.478640 2.975502 0.023 0.036 -0.029
H 0.640418 -1.436376 1.942907 0.091 0.013 -0.030
H 3.141781 1.593906 0.239086 0.039 -0.024 -0.005
H 5.124653 0.508574 1.241545 -0.024 -0.020 0.014
```
Positions in Å, forces in eV/Å.

Output
- Energy relative to the best compared isomer or geometry (same formula, charge and spin): 0.4347 eV
- Orbital gap (alpha / beta): 7.3 / 7.3 eV
- Highest occupied orbital energy (alpha / beta): -7.1 / -7.1 eV
- 2S+1: 1

=====

(3)
The following is a DFT calculation (ωB97M-V/def2-TZVPD) of C24H27ClF13I4NO9P as an isolated structure.

Geometry as XYZ:
```
80
Properties=species:S:1:pos:R:3:forces:R:3
C -3.873266 -1.691246 -0.577875 0.513 -0.443 -0.392
C -3.161396 -3.114256 -0.700806 -0.759 0.472 0.589
I -2.369714 -3.442486 -2.719505 0.313 0.971 0.955
C -4.161095 -4.323477 -0.242019 1.094 0.452 0.898
I -4.528861 -5.760744 -1.818480 -0.794 -0.329 1.031
C -3.458178 -4.967241 1.007392 0.525 -1.098 -0.113
C -2.398389 -5.973954 0.731152 -0.746 1.065 3.213
C -1.710553 -6.543958 1.860728 -0.998 0.729 -2.790
P -0.308064 -7.805932 1.572051 1.593 -0.457 1.022
O 0.752282 -6.911413 0.627816 -1.530 -0.715 0.573
Cl -1.125219 -9.331741 0.398854 -0.042 1.386 0.081
N -2.072181 -6.171655 3.131142 -0.795 0.703 -0.835
F -1.422474 -6.766384 4.157459 -0.025 0.053 -0.162
C -3.031236 -5.264107 3.472291 -1.245 1.186 -1.024
I -3.505819 -4.755779 5.514093 0.746 -0.740 -1.329
C -3.772593 -4.601596 2.388775 1.420 -1.286 -0.676
I -5.266865 -3.111263 2.808904 0.883 -1.026 -0.256
H -4.225682 -1.380474 -1.596709 0.204 -0.069 1.134
H -3.129174 -0.959970 -0.162100 -0.762 -0.557 -0.646
H -4.724935 -1.726336 0.142816 0.624 -0.040 -0.664
H -2.275988 -3.070291 -0.009507 -0.764 -0.430 -0.840
H -5.160896 -3.929091 0.062256 0.941 -0.277 -0.411
H -2.129943 -6.290211 -0.300040 -0.272 0.333 0.936
H 1.647672 -7.223061 0.860096 -0.355 0.153 -0.169
C 2.021166 -2.397160 -8.207279 -0.264 -0.233 0.164
C 2.740997 -1.533757 -7.191689 0.290 -0.054 -0.752
O 1.958752 -1.387285 -5.991859 -0.228 -0.074 0.733
C 1.993628 -2.415638 -5.141857 0.714 0.207 -1.200
O 2.618245 -3.422682 -5.308194 -0.314 -0.032 0.540
C 1.157954 -2.103110 -3.900013 -0.982 0.262 1.193
F -0.048324 -1.588671 -4.206423 0.420 -0.119 -0.339
F 1.764336 -1.198460 -3.105723 0.143 -0.358 -0.721
F 0.928021 -3.190408 -3.144768 0.472 0.156 -0.534
H 1.024939 -1.999083 -8.410813 0.109 0.105 -0.068
H 2.582634 -2.441286 -9.141049 0.002 0.058 0.059
H 1.887752 -3.415230 -7.838203 0.138 0.031 -0.027
H 2.877635 -0.530738 -7.595051 -0.170 0.060 0.294
H 3.731913 -1.925838 -6.957409 -0.156 -0.096 0.189
C -2.111350 3.520528 3.837398 -0.252 -0.344 0.132
C -1.082985 3.040910 2.834389 -0.084 0.978 0.088
O -0.817731 1.632448 2.991836 -0.027 -0.909 -0.177
C -1.711900 0.800346 2.464780 0.098 1.574 -0.018
O -2.704105 1.130407 1.879197 0.014 -0.717 -0.013
C -1.262558 -0.645289 2.670620 0.610 -1.226 0.525
F -0.854847 -0.882053 3.928079 -0.201 0.307 -0.200
F -0.230997 -0.964169 1.867283 -0.260 0.295 -0.088
F -2.235171 -1.534335 2.411672 -0.153 0.358 -0.131
H -1.800339 3.274270 4.854713 0.114 0.137 -0.054
H -2.245943 4.599518 3.759554 0.082 -0.048 -0.014
H -3.078642 3.041036 3.676782 0.029 0.087 -0.110
H -0.136467 3.553064 3.007688 0.093 -0.314 0.003
H -1.386176 3.260461 1.809294 -0.066 -0.267 0.026
C 2.492359 -0.000035 -0.705177 0.255 0.292 0.057
C 2.214861 0.493769 0.699908 -0.310 -0.442 -0.341
O 3.336706 1.223114 1.223926 0.327 0.541 0.220
C 3.456345 2.487671 0.803491 -0.930 -0.794 -0.210
O 2.706114 3.028353 0.043190 0.387 0.296 0.153
C 4.659279 3.157104 1.469734 1.286 0.708 0.609
F 5.756409 2.380409 1.432403 -0.412 -0.090 -0.158
F 4.417377 3.426940 2.765218 -0.318 -0.227 -0.304
F 4.984738 4.315223 0.884638 -0.432 -0.333 -0.129
H 3.412292 -0.588303 -0.728695 -0.107 -0.088 0.072
H 1.670936 -0.613511 -1.064871 0.000 0.051 0.217
H 2.629204 0.831923 -1.397633 -0.137 -0.017 0.039
H 2.063187 -0.356961 1.362707 0.281 0.186 0.153
H 1.309874 1.102495 0.742924 0.172 0.172 -0.021
C 1.113895 6.750350 -0.893348 -0.309 -0.201 0.174
C 1.905154 7.589618 0.088794 0.304 -0.116 -0.738
O 1.131531 7.867983 1.270480 -0.214 -0.065 0.714
C 1.061758 6.883535 2.167129 0.729 0.132 -1.161
O 1.589369 5.813355 2.053267 -0.353 -0.027 0.515
C 0.251538 7.329416 3.385295 -0.857 0.589 1.173
F -0.897923 7.936878 3.041802 0.284 -0.240 -0.281
F 0.933443 8.202451 4.145181 0.192 -0.246 -0.404
F -0.077424 6.298804 4.177060 0.254 -0.100 -0.411
H 0.161786 7.231233 -1.127785 0.117 0.104 -0.069
H 1.675790 6.607628 -1.816963 0.014 0.048 0.062
H 0.881057 5.768553 -0.477783 0.172 0.002 -0.031
H 2.140313 8.554343 -0.360048 -0.168 0.091 0.289
H 2.852167 7.116530 0.353418 -0.164 -0.085 0.186
```
Positions in Å, forces in eV/Å.

Output
- Total charge: +1
- Orbital gap: 6.4 eV
- Highest occupied orbital energy: -11.1 eV
- 2S+1: 1

=====

| no. | molecular weight (g mol⁻¹) | F_max (eV/A) |
| --- | --- | --- |
| 1 | 727.05 | 4.03 |
| 2 | 572.18 | 0.73 |
| 3 | 1294.49 | 3.47 |